# C5H8

An isolated molecule of C5H8 at a distorted geometry (ωB97M-V with the def2-TZVPD basis set, the OMol25 dataset).

Geometry as XYZ:
```
13
Properties=species:S:1:pos:R:3:forces:R:3
C -0.326 2.259 -0.082 -1.4107 0.8947 0.1941
C -0.686 0.830 0.216 1.8928 0.3156 -1.4723
C 0.240 -0.113 -0.012 -1.8399 -0.6752 0.9131
C -0.099 -1.543 0.116 1.3580 0.2755 -0.0037
C 0.842 -2.480 -0.032 -1.2187 -0.9673 -0.1986
H -1.240 2.896 -0.071 0.5085 -0.4021 -0.2083
H 0.135 2.365 -1.071 0.0436 0.0082 0.3453
H 0.286 2.710 0.689 0.5063 -0.0112 0.0995
H -1.711 0.597 0.358 -0.7162 -0.3838 0.3712
H 1.273 0.154 -0.161 0.2242 0.0434 -0.3084
H -1.115 -1.821 0.386 0.1219 0.1294 0.1200
H 0.595 -3.533 0.132 0.0331 0.3027 -0.0790
H 1.807 -2.320 -0.469 0.4970 0.4701 0.2269
```
Positions in Å, forces in eV/Å.

**Spin multiplicity**: 1
**Kohn-Sham gap**: 9.70 eV
**Highest occupied orbital energy**: -8.53 eV
**Energy above the lowest of the compared OMol25 structures with the same formula, charge and spin**: 86.2 kJ/mol
**Total charge**: 0
**SMILES string**: C=C/C=C/C



# C2H6NO3P

A structure of composition C2H6NO3P at a distorted geometry (ωB97M-V with the def2-TZVPD basis set, the OMol25 dataset).

Geometry as XYZ:
```
13
Properties=species:S:1:pos:R:3:forces:R:3
C -0.905 0.863 0.513 -1.7595 3.6637 0.0487
C -0.386 -1.420 0.913 0.7067 1.6223 -0.5121
N -0.943 -0.392 -0.022 0.8222 -1.1358 0.6272
O 1.547 -0.925 -2.479 -0.4614 0.1783 0.7925
O 2.369 0.683 -0.620 -1.1979 -0.5835 -0.3041
O 0.658 1.472 -2.361 -0.6774 0.3094 0.0616
P 1.339 0.340 -1.684 1.8922 -0.0850 -0.4108
H -1.246 1.671 -0.258 0.2004 -1.4528 1.0550
H -1.738 1.260 1.598 0.8924 -1.0041 -1.4859
H -0.003 1.387 0.897 0.2878 -0.9793 0.1930
H 0.492 -1.932 0.375 -1.1375 0.3232 1.1064
H -0.042 -0.854 1.843 0.1678 -0.9583 -0.7533
H -1.144 -2.152 1.286 0.2640 0.1017 -0.4181
```
Positions in Å, forces in eV/Å.

**Spin multiplicity**: 1
**Kohn-Sham gap**: 6.06 eV
**Highest occupied orbital energy**: 1.19 eV
**Energy above the lowest of the compared OMol25 structures with the same formula, charge and spin**: 160.2 kJ/mol
**Total charge**: -2



# C4H2F3N2O3S

A structure of composition C4H2F3N2O3S at a distorted geometry (ωB97M-V with the def2-TZVPD basis set, the OMol25 dataset).

Geometry as XYZ:
```
15
Properties=species:S:1:pos:R:3:forces:R:3
C 0.121 -1.138 2.385 -0.8368 0.3631 0.0355
C 0.829 -0.769 1.117 2.5459 -0.2210 0.1195
C -1.594 -0.454 1.190 -1.1818 0.6913 -1.8455
C 0.163 1.701 -1.808 -1.8852 -1.1839 0.3822
N -1.144 -0.990 2.343 0.1225 -0.0228 0.6339
N 0.063 -0.223 0.280 -0.2753 -0.3568 0.6899
O -0.810 -0.924 -1.855 1.0778 0.4555 -0.8418
O 1.734 -0.567 -1.579 -0.4774 0.1404 -0.8394
O -2.540 -0.115 0.613 1.3486 -0.5265 1.0473
F 0.983 1.965 -2.769 0.1432 0.8095 -0.0480
F -1.130 1.863 -2.132 1.3671 0.1472 0.0086
F 0.396 2.306 -0.655 0.4204 0.0333 -0.7103
S 0.365 -0.185 -1.521 -0.5726 -0.6788 2.2165
H 0.609 -1.462 3.299 0.0342 -0.1641 -0.1755
H 1.957 -1.006 1.091 -1.8307 0.5136 -0.6728
```
Positions in Å, forces in eV/Å.

**Spin multiplicity**: 1
**Kohn-Sham gap**: 9.07 eV
**Highest occupied orbital energy**: -16.31 eV
**Total charge**: +1



# C24H33N2W

A structure of composition C24H33N2W at a distorted geometry (ωB97M-V with the def2-TZVPD basis set, the OMol25 dataset).

Geometry as XYZ:
```
60
Properties=species:S:1:pos:R:3:forces:R:3
C -2.135 -0.310 1.462 -0.3146 1.2212 0.3263
C -2.240 0.563 0.323 -1.1719 0.8096 0.8871
C -1.304 1.640 0.491 -0.7187 0.9398 0.6919
C -0.602 1.420 1.726 -0.6842 1.0474 0.4256
C -1.111 0.215 2.321 -1.0162 0.5362 0.2969
W -0.224 -0.245 0.360 3.6771 -1.7373 -3.4197
C 4.044 0.196 0.551 -5.2257 -1.7471 -2.9293
C 2.895 -0.676 0.828 2.7305 1.1238 -0.1187
H 2.824 -1.563 0.189 0.3436 -0.3288 0.7750
C 1.730 -0.433 1.661 -1.7688 0.3657 0.2248
H 1.689 0.440 2.339 0.7586 -0.8123 -0.5215
H 1.263 -1.295 2.187 0.9469 0.1733 -0.1816
C 4.550 -0.226 -0.890 0.0458 -0.1041 -0.2901
H 3.912 -1.043 -1.270 0.6764 -0.0671 0.1921
H 4.308 0.585 -1.592 0.2367 -0.1706 0.2817
H 5.594 -0.459 -1.119 -0.0320 -0.0863 0.6724
C 3.403 1.606 0.347 -0.8762 0.9521 0.2833
H 2.298 1.405 0.303 0.6956 0.8588 0.3333
H 3.572 2.471 1.007 0.2224 -0.5419 0.1092
H 3.587 1.966 -0.681 0.3431 -0.0672 0.6978
C -3.282 0.398 -0.728 -0.2407 -0.1668 -0.4254
H -3.334 -0.651 -1.058 -0.0556 0.3459 0.0784
H -4.276 0.683 -0.344 0.3485 -0.0560 0.0260
H -3.075 1.008 -1.611 -0.0389 -0.0716 0.2976
C -1.080 2.803 -0.417 0.0671 0.2401 -0.3551
H -1.224 2.494 -1.456 0.0270 0.1250 0.0017
H -1.778 3.629 -0.210 0.1778 -0.2866 0.0399
H -0.055 3.190 -0.319 -0.3584 -0.1268 -0.0483
C 0.293 2.407 2.410 0.2112 0.2597 0.1533
H 0.750 3.105 1.698 -0.1461 -0.1981 0.2038
H -0.290 2.991 3.139 0.0544 -0.1173 -0.2896
H 1.105 1.940 2.979 -0.2702 0.1684 -0.1485
C -0.844 -0.225 3.722 0.3096 -0.2346 0.2644
H 0.210 -0.108 4.007 -0.3083 -0.0207 -0.0736
H -1.449 0.395 4.404 0.1853 -0.2274 -0.1874
H -1.130 -1.274 3.891 0.0588 0.3096 0.0113
C -3.103 -1.391 1.798 -0.0535 -0.4412 -0.1346
H -2.713 -2.073 2.562 -0.1767 0.1529 -0.1551
H -4.018 -0.929 2.196 0.2305 -0.1287 -0.0906
H -3.380 -1.982 0.916 0.0523 0.1123 0.2153
C -0.567 -0.063 -2.455 1.5438 -2.4837 -1.3077
C 0.735 0.002 -3.193 0.2680 2.0725 3.9971
C -1.578 0.346 -3.351 0.1895 1.7390 -0.8437
C 1.033 1.341 -3.507 -0.5770 0.0561 -1.9149
H 1.638 -0.622 -3.217 -0.5151 -0.4462 1.2399
C -1.227 1.371 -4.308 -0.2132 -0.4925 0.5304
H -2.609 -0.068 -3.409 0.7954 0.6282 0.6205
C 0.032 2.002 -4.252 -0.4791 -0.2923 0.4344
H 2.019 1.795 -3.326 -0.1834 -0.6002 -0.8260
H -1.978 1.681 -5.030 0.1317 0.0237 0.1063
H 0.296 2.871 -4.867 -0.3693 -0.2261 0.5079
N -0.460 -3.167 1.411 0.0980 0.1069 -1.0186
C -0.446 -4.440 0.980 0.0830 0.2770 -0.5683
C -0.285 -4.398 -0.402 -0.0095 -0.4469 0.0600
C -0.215 -3.061 -0.770 -0.2520 -0.1356 1.7084
N -0.334 -2.297 0.358 0.5132 -2.0949 -0.6532
H -0.550 -2.857 2.371 0.0848 0.2042 -0.3566
H -0.559 -5.268 1.668 0.0519 0.1461 -0.1482
H -0.224 -5.234 -1.077 -0.0276 -0.0930 0.0991
H -0.104 -2.603 -1.744 -0.0756 0.0541 0.2130
```
Positions in Å, forces in eV/Å.

**Spin multiplicity**: 3
**Kohn-Sham gap (spin up / spin down)**: 4.94 / 6.24 eV
**Highest occupied orbital energy (spin up / spin down)**: -9.63 / -10.32 eV
**Energy above the lowest of the compared OMol25 structures with the same formula, charge and spin**: 752.4 kJ/mol
**Total charge**: +1



- Look up the spin multiplicity of the first one.
  1